1.
# C4H11NS2

An isolated molecule of C4H11NS2 (ωB97M-V/def2-TZVPD, the Open Molecules 2025 dataset).

structure (SMILES) = CCNCCSS
DFT total energy = -1010.11437 a.u.
LUMO energy = 0.464 eV
molecular weight = 137.27 g/mol

```
! wB97M-V def2-TZVPD RIJCOSX def2/J DEFGRID3
* xyz 0 1
C 2.40146 0.21690 -0.91060
C 1.49039 1.18958 -0.17740
N 0.52671 0.52505 0.71769
C -0.84313 0.58261 0.23721
C -1.79857 -0.17764 1.14815
S -1.55282 -1.97616 1.01142
S -3.01614 -2.33992 -0.42928
H 2.69830 -0.59680 -0.25019
H 3.33408 0.70640 -1.18312
H 1.97540 -0.18617 -1.83046
H 0.90543 1.79054 -0.87380
H 2.09261 1.87706 0.41498
H 0.74268 -0.46207 0.81588
H -1.15571 1.63153 0.21590
H -1.01091 0.21965 -0.78750
H -1.66627 0.14225 2.18291
H -2.82002 0.06556 0.85806
H -2.30349 -3.20838 -1.15988
*
```

List of natural (NBO) charges in e, atom by atom: C -0.625; C -0.214; N -0.631; C -0.230; C -0.532; S 0.075; S -0.150; H 0.204; H 0.213; H 0.208; H 0.184; H 0.186; H 0.352; H 0.189; H 0.168; H 0.236; H 0.230; H 0.138


2.
# C4H5IN2

A 2-piece molecular cluster, C4H5IN2 overall (ωB97M-V/def2-TZVPD, the Open Molecules 2025 dataset).

DFT total energy = -562.47293 a.u.
LUMO energy = -0.508 eV
molecular weight = 208.00 g/mol

```
! wB97M-V def2-TZVPD RIJCOSX def2/J DEFGRID3
* xyz 0 1
C -0.06220 2.56254 -0.22426
C 0.22496 -0.17195 -2.44364
C -0.00788 -0.76870 1.09347
C -0.64317 -0.55160 -0.20463
N -0.82429 2.92790 0.51145
N -0.11732 -0.41516 -1.31989
I -2.78346 -0.03280 0.01323
H 0.63550 -0.89828 -3.15715
H 0.66175 2.30268 -0.86050
H 1.08263 -0.65066 0.78317
H -0.37609 -0.13489 1.92285
H -0.17227 -1.76573 1.60499
*
```

List of natural (NBO) charges in e, atom by atom: C 0.082; C -0.019; C -0.689; C 0.097; N -0.304; N -0.363; I 0.069; H 0.195; H 0.213; H 0.228; H 0.250; H 0.241


Energy relative to the best compared isomer or geometry (same formula, charge and spin)? In order: 0.6533, 3.8767 eV.
Orbital gap? In order: 0.327, 0.281 Eh.
HOMO energy? In order: -8.4, -8.2 eV.